Formula: C16H23N3O2
Source: the Open Molecules 2025 dataset
Level of theory: ωB97M-V with the def2-TZVPD basis set

XYZ file:
```
44
Properties=species:S:1:pos:R:3:forces:R:3
C 0.897916 -0.238560 1.840499 0.01 0.07 0.31
C 0.452091 0.514017 3.089041 0.03 -0.21 -0.23
N -0.340304 1.684638 2.778086 0.04 -0.03 0.05
C -1.223006 2.095525 3.865112 -0.22 -0.01 0.15
C -1.347222 3.609682 3.739706 0.07 -0.14 0.04
C 0.045156 3.994137 3.251667 0.00 -0.15 -0.05
C 0.375611 2.853179 2.278082 -0.08 0.33 -0.43
C -0.108705 3.204121 0.853524 0.00 0.18 0.27
N 0.418105 2.307189 -0.136381 0.41 -0.05 -0.02
C -0.300600 1.436901 -0.848521 -0.08 0.21 0.06
O -1.515214 1.341040 -0.883224 -0.06 -0.05 0.01
C 0.603316 0.516251 -1.677248 0.06 -0.09 -0.17
O 1.820326 0.602719 -1.634082 0.11 -0.03 0.04
N -0.101437 -0.350114 -2.407964 -0.39 0.01 -0.05
C 0.481597 -1.416966 -3.187416 0.26 0.01 -0.04
C 0.210257 -2.763354 -2.564673 -0.03 -0.02 -0.07
C 0.558705 -2.988002 -1.237971 -0.01 -0.03 -0.04
C 0.304000 -4.210813 -0.645390 0.05 0.05 0.07
C -0.296724 -5.224066 -1.374392 -0.04 -0.11 -0.03
C -0.642383 -5.008159 -2.696874 -0.04 -0.13 0.02
C -0.394320 -3.780948 -3.288093 0.08 0.11 0.01
H 1.337353 -1.191874 2.125758 0.11 -0.12 -0.02
H 0.037733 -0.423875 1.202124 -0.10 -0.06 -0.08
H 1.637663 0.322033 1.275587 0.09 0.01 -0.09
H 1.335636 0.767435 3.704581 -0.11 -0.03 0.04
H -0.184195 -0.150899 3.678689 0.08 0.04 0.05
H -2.183870 1.583137 3.770748 0.01 0.03 0.14
H -0.790205 1.839837 4.845352 -0.02 0.00 -0.03
H -1.613590 4.080393 4.684011 -0.07 0.03 -0.01
H -2.094929 3.870891 2.992043 -0.09 0.04 -0.01
H 0.079989 4.974477 2.781257 0.07 0.07 0.00
H 0.747612 3.984103 4.087020 0.02 0.03 0.00
H 1.456105 2.663844 2.235795 -0.03 -0.02 0.03
H -1.195475 3.120264 0.806268 0.06 0.13 0.04
H 0.194860 4.226868 0.605888 -0.07 -0.03 -0.01
H 1.423321 2.217797 -0.235505 -0.16 -0.07 -0.08
H -1.106948 -0.311253 -2.287172 0.12 0.08 0.07
H 0.088209 -1.381543 -4.207959 0.11 -0.02 0.09
H 1.559180 -1.222375 -3.212175 -0.16 -0.02 -0.11
H 1.033366 -2.198489 -0.673661 0.05 0.10 0.09
H 0.576368 -4.375303 0.386695 0.03 -0.01 0.09
H -0.494362 -6.179964 -0.912380 -0.02 -0.07 0.04
H -1.110229 -5.795317 -3.269692 -0.04 -0.06 -0.04
H -0.668712 -3.615156 -4.320306 -0.04 0.04 -0.10
```
Positions in Å, forces in eV/Å.

Values from the calculation:
SMILES string	CCN1CCC[C@@H]1CNC(=O)C(=O)NCc1ccccc1
orbital gap	9.20	eV
energy relative to the best compared isomer or geometry (same formula, charge and spin)	39.1	kJ/mol


Formula: C16H23NO2
Source: the Open Molecules 2025 dataset
Level of theory: ωB97M-V with the def2-TZVPD basis set

XYZ file:
```
42
Properties=species:S:1:pos:R:3:forces:R:3
C -3.582517 3.427444 -0.635683 0.21 -0.23 0.33
C -3.403076 2.519112 0.579009 -0.31 0.09 -0.18
O -2.063104 2.158362 0.831119 0.26 -0.14 0.08
C -1.249103 3.212504 1.300526 -0.04 0.19 0.08
C 0.014366 2.663197 1.968372 -0.38 0.31 -0.14
O 0.284847 2.979052 3.113082 -0.12 0.14 0.31
N 0.816942 1.880468 1.224504 0.36 -0.17 -0.10
C 0.563113 1.399953 -0.112645 -0.31 -0.18 -0.31
C 0.276308 -0.101728 -0.083319 0.35 0.18 -0.17
C 1.443648 -0.855662 0.554490 -0.33 -0.16 0.33
C 1.154941 -2.362852 0.642749 0.20 0.25 -0.18
C 1.025872 -2.979000 -0.720504 -0.06 -0.12 0.12
C 2.160899 -3.254796 -1.473688 -0.03 0.01 0.01
C 2.054234 -3.791834 -2.743650 0.08 0.00 -0.07
C 0.806780 -4.061409 -3.280761 -0.03 -0.04 -0.10
C -0.330306 -3.792466 -2.539060 -0.08 -0.02 -0.09
C -0.220008 -3.254406 -1.268753 0.04 -0.02 0.02
C 1.717506 -0.270931 1.941237 0.19 0.18 -0.32
C 1.954727 1.235900 1.848762 0.09 -0.10 0.49
H -3.117196 2.978324 -1.510238 0.02 -0.02 -0.11
H -3.136630 4.404075 -0.462278 0.00 0.12 -0.04
H -4.642311 3.562741 -0.832546 -0.12 0.05 -0.04
H -3.834853 2.999916 1.469507 0.04 -0.11 -0.05
H -3.915088 1.567974 0.410459 -0.03 0.13 0.07
H -1.779767 3.796108 2.064460 0.15 -0.09 -0.08
H -0.958403 3.892585 0.483864 -0.05 -0.06 0.07
H -0.279604 1.926369 -0.551664 0.10 0.04 -0.02
H 1.458353 1.593022 -0.717842 -0.08 0.01 -0.01
H 0.106370 -0.460010 -1.099757 -0.05 -0.01 -0.03
H -0.633314 -0.264968 0.497225 -0.10 -0.04 0.02
H 2.333437 -0.711271 -0.070312 0.03 0.00 -0.01
H 0.235654 -2.516570 1.210879 -0.01 -0.02 0.08
H 1.973636 -2.843596 1.183770 -0.04 -0.03 0.07
H 3.137464 -3.051206 -1.056958 0.11 0.02 0.06
H 2.946138 -4.003282 -3.315633 0.07 -0.02 -0.04
H 0.722004 -4.482402 -4.271766 -0.01 -0.03 -0.07
H -1.306785 -4.003156 -2.950686 -0.07 -0.02 -0.03
H -1.111794 -3.048320 -0.694042 -0.09 0.02 0.08
H 2.590264 -0.747676 2.390716 0.02 -0.06 0.05
H 0.857745 -0.453019 2.589036 -0.04 -0.03 0.08
H 2.081035 1.672422 2.840615 0.07 -0.03 -0.18
H 2.847577 1.441033 1.247404 -0.01 0.00 0.03
```
Positions in Å, forces in eV/Å.

Values from the calculation:
SMILES string	CCOCC(=O)N1CCC(Cc2ccccc2)CC1
orbital gap	9.81	eV
energy relative to the best compared isomer or geometry (same formula, charge and spin)	55.1	kJ/mol


Formula: C16H23NO2
Source: the Open Molecules 2025 dataset
Level of theory: ωB97M-V with the def2-TZVPD basis set

XYZ file:
```
42
Properties=species:S:1:pos:R:3:forces:R:3
C 1.497871 -0.196028 -4.489312 -0.02 0.08 -0.08
C 1.829206 -1.257257 -3.779707 -0.09 -0.10 0.36
C 1.438563 -1.485275 -2.353010 0.24 -0.30 -0.07
O 0.613922 -0.430813 -1.888291 -0.12 0.20 0.22
C 0.162569 -0.607948 -0.587153 -0.09 -0.09 0.32
C 0.761874 0.127056 0.435948 0.15 -0.05 -0.24
C 1.833455 1.129771 0.119187 -0.26 0.12 -0.11
C 1.208564 2.467296 -0.294269 0.32 0.01 -0.01
C 2.273171 3.503623 -0.627932 -0.23 -0.07 0.02
C 0.308093 -0.039353 1.736924 -0.07 -0.16 -0.17
C -0.703561 -0.935558 2.050213 0.09 -0.05 0.02
C -1.199981 -1.090983 3.458091 -0.30 0.00 -0.04
C -2.523111 -0.341744 3.666470 0.18 0.11 0.10
C -2.362396 1.163843 3.501530 -0.15 -0.20 0.00
C -1.282902 -1.660791 1.020489 0.10 0.07 -0.11
C -0.875489 -1.498690 -0.297267 0.25 0.09 0.08
C -1.591115 -2.305841 -1.335034 -0.09 0.07 -0.19
N -1.755841 -1.687156 -2.527656 -0.09 0.09 -0.37
O -2.042793 -3.409451 -1.103991 -0.07 -0.16 0.15
H 1.806465 -0.079346 -5.513433 0.09 -0.05 -0.19
H 0.909822 0.598429 -4.063150 -0.12 0.15 0.12
H 2.426956 -2.055065 -4.198922 0.08 -0.05 -0.13
H 2.347161 -1.554351 -1.732153 -0.16 0.02 -0.02
H 0.915075 -2.450734 -2.265332 0.07 0.16 0.01
H 2.454009 0.769140 -0.702825 0.09 0.00 0.05
H 2.469039 1.280798 0.993972 0.05 -0.03 -0.01
H 0.570736 2.301035 -1.164419 -0.09 -0.01 0.03
H 0.577205 2.834629 0.518249 -0.08 -0.04 -0.02
H 2.895301 3.158806 -1.451175 0.10 0.01 -0.09
H 2.913771 3.685813 0.232614 0.10 0.05 0.06
H 1.811697 4.444987 -0.917147 0.05 0.12 -0.04
H 0.769154 0.539093 2.525335 0.08 0.07 0.11
H -1.358661 -2.150188 3.670832 0.09 -0.01 0.05
H -0.456293 -0.707534 4.159305 0.04 -0.05 0.04
H -2.896982 -0.559456 4.669277 -0.07 -0.05 -0.02
H -3.257452 -0.708998 2.947066 -0.06 -0.07 0.04
H -1.642067 1.552123 4.218753 0.09 0.10 0.07
H -2.013599 1.402003 2.499099 0.03 0.11 -0.08
H -3.312486 1.667435 3.664193 -0.05 0.12 0.00
H -2.071349 -2.370922 1.221415 -0.08 -0.10 0.01
H -1.250439 -0.843290 -2.743066 -0.02 -0.07 0.02
H -2.197162 -2.199112 -3.273720 0.02 -0.03 0.09
```
Positions in Å, forces in eV/Å.

Values from the calculation:
SMILES string	C=CCOc1c(CCC)cc(CCC)cc1C(N)=O
orbital gap	9.78	eV
energy relative to the best compared isomer or geometry (same formula, charge and spin)	72.6	kJ/mol


Formula: C16H24BrIN5OS4Sc
Source: the Open Molecules 2025 dataset
Level of theory: ωB97M-V with the def2-TZVPD basis set

XYZ file:
```
53
Properties=species:S:1:pos:R:3:forces:R:3
Sc 0.735389 -0.980307 -0.570793 -0.56 -0.63 -0.17
C 4.027167 -2.212057 2.695001 -0.14 0.04 -0.13
C 2.764066 -1.962394 1.888311 0.32 0.01 0.07
S 3.042733 -1.505225 0.195255 -0.10 0.28 0.06
C 1.558889 -2.085947 2.458193 -0.18 -0.05 0.15
C 1.442965 -2.487223 3.914983 -0.02 0.04 -0.07
S 0.011709 -1.873789 1.614224 0.15 0.00 -0.07
H 4.908353 -2.139848 2.059964 -0.02 -0.01 0.01
H 4.014874 -3.205759 3.152427 0.00 0.04 -0.01
H 4.133963 -1.481017 3.502877 0.00 -0.02 -0.02
H 1.703639 -3.541146 4.059421 -0.01 0.04 -0.01
H 0.422141 -2.351011 4.270021 0.02 0.00 0.00
H 2.111243 -1.896478 4.548157 -0.03 -0.02 -0.02
C -2.680719 2.556012 -0.770050 0.01 0.03 -0.08
N -1.989356 2.234190 -2.014712 -0.17 -0.02 -0.04
C -2.468651 2.865708 -3.237259 0.08 -0.03 0.08
C -0.986319 1.327024 -1.995606 0.14 0.21 0.09
N -0.402791 0.922268 -0.917385 0.05 -0.21 0.03
N -0.612323 0.850960 -3.240379 0.13 -0.12 0.05
C 0.443691 0.003735 -3.539938 -0.04 0.09 0.34
N 0.480746 -0.364998 -4.842298 0.09 -0.01 -0.23
N 1.324440 -0.345989 -2.662946 -0.03 0.14 -0.06
H -3.698456 2.858919 -1.006000 0.00 0.02 -0.02
H -2.187614 3.365103 -0.226406 0.01 0.00 -0.01
H -2.741066 1.678526 -0.127867 0.01 -0.05 0.01
H -2.910776 3.824467 -2.979954 -0.02 0.01 0.02
H -3.230871 2.265548 -3.744821 0.00 -0.01 0.01
H -1.644970 3.065593 -3.920379 0.02 -0.02 0.00
H -0.690006 1.459743 -0.111126 0.01 0.04 0.14
H -1.335971 0.875543 -3.934536 -0.10 0.00 -0.07
H -0.348950 -0.236339 -5.396889 -0.02 0.00 -0.02
H 0.924049 -1.255292 -5.013300 0.00 -0.11 0.00
H 2.078827 -0.870413 -3.090372 0.04 -0.08 -0.08
Br 0.096437 4.681446 1.238495 0.04 -0.02 0.00
C -0.727438 3.371327 2.331310 -0.04 -0.10 0.06
C -1.967504 3.685739 2.870534 -0.05 -0.01 0.05
C -2.640644 2.752003 3.644761 -0.01 0.00 -0.04
C -2.079282 1.503178 3.868846 0.01 -0.02 0.01
C -0.838179 1.190593 3.333497 -0.07 -0.02 0.12
C -0.146565 2.127386 2.576280 0.10 0.14 -0.34
I 1.691467 1.551638 1.761242 0.08 0.08 0.18
H -2.397798 4.661273 2.683342 0.02 -0.04 0.00
H -3.609032 3.002631 4.060076 0.04 -0.01 0.00
H -2.604320 0.760826 4.457905 0.02 0.04 -0.03
H -0.412351 0.206267 3.478182 0.00 0.04 -0.01
C 1.892571 -4.053867 -1.793978 -0.03 0.04 0.06
O 0.822368 -3.107932 -1.592280 -0.01 0.02 -0.21
C -0.190712 -3.033990 -2.519243 -0.03 -0.05 -0.13
S -0.069716 -3.752190 -4.007377 0.06 0.02 0.13
S -1.457677 -2.081868 -1.911304 0.22 0.23 0.23
H 2.477877 -3.788055 -2.669381 0.02 0.04 -0.08
H 1.465902 -5.042204 -1.928854 -0.05 -0.05 -0.03
H 2.494555 -3.992324 -0.897851 0.03 0.03 0.09
```
Positions in Å, forces in eV/Å.

Values from the calculation:
orbital gap	6.43	eV


Question: orbital gap of number 4 (C16H24BrIN5OS4Sc)?
Answer: 6.43 eV


Question: Which of these has the highest orbital gap?
Answer: number 2